(1)
57
Properties=species:S:1:pos:R:3:lowdin_spin:R:1 method="wB97M-V/def2-TZVPD" s2=3.7526 orbital_gap_ha="0.2402 / 0.2408" total_charge=+1 e_above_lowest_kj_mol=0.0 spin_multiplicity=4 e_homo_ev="-9.35 / -9.35"
Nd -0.21 -0.56 -0.76 3.029
C -0.25 2.12 -3.58 0.000
C 0.37 2.59 -2.33 0.000
C 0.53 4.00 -2.19 0.000
C 1.32 4.51 -1.19 0.000
C 2.03 3.66 -0.35 0.000
C 3.07 4.09 0.52 0.000
C 3.93 3.18 1.08 0.000
C 3.73 1.82 0.84 0.000
C 2.71 1.29 0.04 0.000
S 2.79 -0.37 -0.30 -0.007
C 1.81 2.22 -0.56 0.000
N 0.76 1.79 -1.33 -0.006
H 0.39 1.45 -4.15 0.000
H -0.46 2.98 -4.23 0.000
H -1.22 1.64 -3.36 0.000
H -0.01 4.61 -2.90 0.000
H 1.38 5.58 -1.05 0.000
H 3.12 5.13 0.74 0.000
H 4.77 3.53 1.68 0.000
H 4.41 1.06 1.24 0.000
N -4.36 1.66 0.09 0.000
C -4.61 0.37 -0.58 0.000
C -3.10 -0.10 -0.90 0.000
O -2.65 -0.88 -0.02 -0.002
O -2.47 0.31 -1.91 -0.002
H -4.21 1.53 1.08 0.000
H -5.12 2.30 -0.05 0.000
H -5.01 0.54 -1.59 0.000
H -5.19 -0.37 0.01 0.000
C -1.60 -5.48 0.06 0.000
C -0.14 -5.10 0.28 0.000
C 0.37 -4.29 -0.85 0.000
N 0.07 -3.00 -0.88 -0.003
N 0.37 -2.33 -2.07 -0.005
C 0.98 -3.12 -2.94 0.000
N 1.39 -2.76 -4.17 0.000
S 1.14 -4.80 -2.36 0.000
H -1.92 -6.02 0.94 0.000
H -1.70 -6.11 -0.88 0.000
H -2.22 -4.61 -0.04 0.000
H 0.48 -5.99 0.43 0.000
H -0.07 -4.47 1.16 0.000
H 1.24 -1.82 -4.48 0.000
H 1.78 -3.47 -4.80 0.000
C -0.04 -1.18 3.78 0.000
N 0.12 0.27 3.73 0.000
C 0.50 0.88 5.00 0.000
C -0.12 0.93 2.60 0.000
O -0.42 0.38 1.48 -0.003
H -0.99 -1.42 4.28 0.000
H 0.82 -1.63 4.30 0.000
H -0.07 -1.57 2.78 0.000
H 0.16 0.22 5.78 0.000
H 0.06 1.84 5.12 0.000
H 1.59 1.00 5.09 0.000
H -0.03 2.00 2.68 0.000



(2)
53
Properties=species:S:1:pos:R:3:lowdin_charge:R:1 method="wB97M-V/def2-TZVPD" orbital_gap_ha=0.3234 total_charge=0 e_above_lowest_kj_mol=0.0 e_homo_ev=-7.98
C 5.38 3.91 -0.78 -0.063
C 4.49 3.57 0.41 -0.217
H 4.88 3.99 1.33 0.122
H 3.47 3.92 0.23 0.121
O 4.45 2.16 0.64 0.001
C 3.60 1.44 -0.10 -0.478
O 2.85 1.91 -0.91 0.120
C 3.69 -0.03 0.24 -0.202
H 4.43 -0.17 1.03 0.154
C 2.32 -0.53 0.73 -0.148
N 2.41 -1.94 1.03 -0.148
C 2.70 -2.71 -0.16 -0.207
C 4.07 -2.31 -0.70 -0.172
C 4.10 -0.82 -1.01 -0.148
H 5.09 -0.52 -1.34 0.122
H 3.39 -0.60 -1.81 0.125
H 4.82 -2.54 0.07 0.115
H 4.30 -2.89 -1.59 0.111
H 2.69 -3.77 0.10 0.121
H 1.94 -2.56 -0.95 0.116
C 1.27 -2.43 1.79 -0.128
C -0.04 -2.24 1.07 -0.340
N -0.76 -1.18 1.38 0.178
C -1.89 -1.03 0.68 -0.359
N -2.30 -1.84 -0.29 0.179
C -1.49 -2.87 -0.53 -0.445
N -0.35 -3.12 0.12 0.172
N -1.83 -3.71 -1.52 0.163
H -1.27 -4.53 -1.67 0.103
H -2.71 -3.60 -1.98 0.103
N -2.61 0.06 1.04 0.130
C -3.83 0.55 0.58 -0.232
C -4.57 -0.07 -0.42 -0.020
C -5.78 0.46 -0.82 -0.043
C -6.29 1.62 -0.24 -0.293
C -5.54 2.23 0.76 -0.052
C -4.33 1.71 1.16 -0.027
H -3.76 2.20 1.94 0.108
H -5.91 3.14 1.22 0.111
C -7.59 2.21 -0.69 -0.058
H -7.42 2.94 -1.48 0.082
H -8.10 2.71 0.13 0.075
H -8.25 1.43 -1.09 0.074
H -6.35 -0.03 -1.60 0.110
H -4.19 -0.97 -0.88 0.078
H -2.17 0.59 1.77 0.146
H 1.23 -1.88 2.73 0.120
H 1.42 -3.50 1.98 0.122
H 2.04 0.00 1.64 0.136
H 1.57 -0.31 -0.05 0.135
H 5.43 4.99 -0.89 0.076
H 6.38 3.52 -0.62 0.077
H 4.97 3.48 -1.69 0.075



(3)
58
Properties=species:S:1:pos:R:3:lowdin_spin:R:1 method="wB97M-V/def2-TZVPD" s2=3.7809 orbital_gap_ha="0.2609 / 0.2061" total_charge=+2 spin_multiplicity=4 e_homo_ev="-13.79 / -13.80"
Tc -0.20 -0.38 0.80 2.464
C -3.70 2.08 1.47 0.011
C -2.45 1.44 0.99 0.075
N -2.05 0.27 1.38 -0.016
N -2.85 -0.45 2.23 0.001
C -2.29 -1.51 2.72 0.015
N -2.98 -2.30 3.55 -0.005
S -0.61 -1.99 2.42 0.166
C -1.55 2.13 0.05 0.007
C -1.77 3.41 -0.41 0.009
C -0.83 3.98 -1.27 0.010
C 0.29 3.26 -1.63 0.011
C 0.45 1.98 -1.13 0.019
N -0.45 1.43 -0.32 0.034
H -4.36 1.35 1.91 0.000
H -4.20 2.61 0.67 0.002
H -3.43 2.80 2.25 0.005
H -3.92 -2.05 3.79 0.000
H -2.57 -3.12 3.95 0.000
H -2.64 3.97 -0.10 0.000
H -0.98 4.99 -1.64 0.000
H 1.04 3.68 -2.29 0.001
H 1.31 1.37 -1.37 0.002
C 1.18 -1.22 -4.66 0.000
C 2.08 -2.00 -3.71 0.003
S 1.96 -1.53 -1.95 0.018
C 1.25 -3.01 -1.21 0.002
C -0.24 -3.23 -1.44 0.011
S -1.34 -1.92 -0.79 0.012
C -2.03 -1.02 -2.22 0.000
C -1.10 -0.39 -3.23 0.001
S -0.58 -1.57 -4.52 0.000
H 1.44 -1.49 -5.69 0.000
H 1.34 -0.15 -4.59 0.000
H 3.12 -1.85 -4.00 0.000
H 1.88 -3.07 -3.79 0.000
H 1.47 -2.95 -0.14 0.001
H 1.78 -3.88 -1.58 0.000
H -0.57 -4.14 -0.94 0.001
H -0.48 -3.31 -2.50 0.001
H -2.66 -0.27 -1.73 0.000
H -2.72 -1.73 -2.69 -0.001
H -0.21 0.00 -2.75 0.000
H -1.63 0.44 -3.71 0.000
C 4.26 -0.57 2.52 0.001
N 3.06 0.26 2.70 0.013
C 3.00 1.30 3.62 0.000
C 1.92 2.07 3.78 0.005
C 0.72 1.86 2.96 0.004
O -0.32 2.48 3.00 0.016
N 0.88 0.80 2.07 0.004
C 1.97 0.06 1.95 0.019
O 1.83 -0.87 1.07 0.078
H 4.90 -0.42 3.38 0.000
H 4.78 -0.29 1.61 0.000
H 3.96 -1.62 2.47 0.000
H 3.90 1.42 4.20 0.000
H 1.91 2.86 4.52 0.000



(4)
61
Properties=species:S:1:pos:R:3:lowdin_charge:R:1 method="wB97M-V/def2-TZVPD" orbital_gap_ha=0.2760 total_charge=0 e_above_lowest_kj_mol=38.3 e_homo_ev=-7.32
Zn -1.58 0.70 -0.02 0.527
N -1.20 -1.09 1.10 0.040
C -1.57 -0.90 2.46 -0.254
C -0.66 -1.26 3.45 -0.039
C -0.95 -1.10 4.83 -0.092
C -2.13 -0.47 5.20 -0.099
C -3.05 -0.19 4.18 -0.055
C -2.82 -0.33 2.81 -0.124
C -3.78 0.28 1.84 -0.177
C -5.19 0.08 2.08 -0.055
C -6.15 0.46 1.17 -0.126
C -5.76 0.82 -0.10 -0.103
C -4.39 1.06 -0.36 -0.141
C -3.44 0.79 0.57 -0.195
H -1.74 -1.75 0.57 0.105
H -0.19 -1.32 0.99 0.086
H 0.26 -1.69 3.08 0.095
H -0.28 -1.60 5.55 0.101
H -2.40 -0.13 6.21 0.107
H -4.03 0.22 4.50 0.116
H -5.41 -0.30 3.08 0.091
H -7.26 0.37 1.41 0.119
H -6.46 0.87 -0.93 0.089
H -4.07 1.35 -1.38 0.091
N -0.78 0.23 -4.18 0.149
C 0.29 0.10 -3.09 -0.467
C 1.57 -0.52 -3.71 -0.079
P 0.46 1.82 -2.38 0.383
O 2.02 2.00 -1.97 -0.153
O 0.11 2.69 -3.53 -0.307
O -0.47 1.82 -1.15 -0.390
P -0.54 -1.13 -1.99 0.289
O -0.81 -2.34 -3.03 -0.129
O 0.39 -1.56 -0.90 -0.311
O -1.87 -0.55 -1.69 -0.312
H -0.85 1.23 -4.52 0.158
H -1.71 0.00 -3.86 0.130
H -0.60 -0.46 -4.92 0.160
H 2.15 0.25 -4.28 0.099
H 1.45 -1.38 -4.38 0.073
H 2.24 -0.89 -2.92 0.073
H 2.39 1.41 -1.25 0.042
H -0.18 -3.04 -2.87 0.075
C 5.67 0.53 -2.29 -0.093
C 5.38 -0.79 -1.55 -0.240
C 4.50 -0.57 -0.35 -0.566
N 3.75 0.49 -0.17 -0.024
N 3.17 0.56 1.08 0.001
C 3.57 -0.41 1.88 -0.717
N 3.19 -0.46 3.18 0.089
S 4.34 -1.71 1.01 1.055
H 6.30 0.45 -3.16 0.070
H 6.14 1.20 -1.58 0.081
H 4.75 1.04 -2.59 0.060
H 6.33 -1.33 -1.39 0.111
H 4.88 -1.54 -2.13 0.091
H 2.95 0.45 3.55 0.112
H 3.60 -1.17 3.79 0.102
N 0.26 2.88 1.73 0.159
C -0.42 2.01 1.36 0.015
H 0.65 3.78 1.97 0.105



(5)
60
Properties=species:S:1:pos:R:3:lowdin_charge:R:1 method="wB97M-V/def2-TZVPD" orbital_gap_ha=0.2651 total_charge=+1 e_above_lowest_kj_mol=90.3 e_homo_ev=-10.98
Pd 0.61 0.45 0.62 0.758
C -2.02 3.23 -1.41 0.009
C -0.91 2.47 -0.75 -0.214
N -1.05 1.29 -0.27 -0.066
N -2.23 0.62 -0.29 -0.003
C -2.63 -0.01 0.87 -0.901
N -3.72 -0.78 0.70 0.110
S -1.87 0.20 2.32 0.679
C 0.43 3.06 -0.52 -0.183
C 0.83 4.26 -1.07 0.013
C 2.07 4.79 -0.74 -0.019
C 2.87 4.10 0.15 -0.017
C 2.42 2.88 0.66 -0.101
N 1.24 2.37 0.32 -0.020
H -2.11 2.95 -2.46 0.110
H -1.85 4.30 -1.35 0.084
H -2.96 3.02 -0.91 0.095
H -2.88 0.81 -1.04 0.151
H -4.02 -1.10 -0.21 0.110
H -4.06 -1.27 1.51 0.098
H 0.18 4.78 -1.76 0.119
H 2.40 5.72 -1.16 0.124
H 3.83 4.48 0.46 0.120
H 3.01 2.30 1.35 0.087
C -6.10 -5.14 -1.29 -0.046
C -4.69 -5.44 -0.89 -0.268
C -3.92 -6.35 -1.62 -0.026
C -2.62 -6.63 -1.25 -0.042
C -2.07 -6.00 -0.14 -0.289
C -2.81 -5.09 0.60 -0.052
C -4.12 -4.83 0.22 -0.046
S -0.41 -6.38 0.33 0.637
O -0.21 -5.85 1.65 -0.284
O -0.16 -7.76 0.04 -0.280
N 0.51 -5.56 -0.75 -0.131
C 0.90 -4.17 -0.50 -0.207
C 0.12 -3.19 -1.39 -0.081
C 0.49 -1.77 -1.01 -0.620
O 1.20 -1.07 -1.74 -0.028
O 0.03 -1.41 0.15 -0.213
H -6.51 -5.91 -1.94 0.079
H -6.16 -4.19 -1.83 0.082
H -6.75 -5.06 -0.41 0.082
H -4.35 -6.85 -2.47 0.118
H -2.03 -7.36 -1.79 0.120
H -2.37 -4.64 1.48 0.115
H -4.72 -4.16 0.82 0.108
H 1.20 -6.17 -1.15 0.114
H 1.97 -4.08 -0.71 0.130
H 0.75 -3.93 0.55 0.113
H -0.95 -3.35 -1.25 0.118
H 0.38 -3.34 -2.44 0.124
N 3.64 -0.38 -0.61 0.140
C 3.75 -0.47 0.70 -0.845
N 4.97 -0.64 1.24 0.111
S 2.42 -0.35 1.77 0.724
H 4.45 -0.48 -1.21 0.126
H 2.71 -0.49 -1.05 0.052
H 5.76 -0.90 0.67 0.120
H 5.05 -0.72 2.24 0.103



(6)
61
Properties=species:S:1:pos:R:3:lowdin_charge:R:1 method="wB97M-V/def2-TZVPD" orbital_gap_ha=0.3184 total_charge=+1 e_above_lowest_kj_mol=0.0 e_homo_ev=-11.97
Pd 0.58 0.21 0.59 1.051
C -0.06 -0.41 4.83 -0.007
C -0.29 -0.10 3.48 -0.064
N 0.69 -0.10 2.59 0.002
C 1.94 -0.48 2.99 -0.132
C 2.25 -0.80 4.30 -0.124
C 1.20 -0.74 5.24 0.024
C 3.60 -1.18 4.62 0.006
C 4.55 -1.26 3.66 0.004
C 4.22 -0.98 2.29 -0.122
C 5.14 -1.08 1.22 0.027
C 4.72 -0.81 -0.06 -0.008
C 3.39 -0.44 -0.29 -0.078
N 2.52 -0.34 0.70 -0.008
C 2.93 -0.59 1.97 -0.140
H -0.89 -0.39 5.52 0.120
H -1.26 0.19 3.11 0.085
H 1.40 -0.98 6.28 0.130
H 3.85 -1.41 5.65 0.125
H 5.56 -1.55 3.90 0.125
H 6.16 -1.37 1.42 0.130
H 5.40 -0.87 -0.89 0.117
H 3.01 -0.22 -1.28 0.101
N 1.42 -2.96 -2.82 0.159
C 0.11 -2.29 -2.44 -0.476
C -1.00 -2.77 -3.36 -0.087
P 0.31 -0.43 -2.67 0.375
O 1.70 -0.45 -3.51 -0.163
O -0.80 0.09 -3.49 -0.282
O 0.63 0.37 -1.41 -0.431
P -0.09 -2.85 -0.66 0.255
O -0.61 -4.37 -0.87 -0.138
O 1.34 -2.91 -0.21 -0.331
O -1.16 -2.05 -0.01 -0.335
H 1.93 -2.39 -3.50 0.130
H 1.24 -3.89 -3.18 0.164
H 1.94 -3.04 -1.92 0.117
H -0.85 -2.45 -4.39 0.087
H -1.95 -2.34 -3.03 0.093
H -1.08 -3.86 -3.32 0.082
H 1.60 0.09 -4.31 0.099
H -1.56 -4.41 -0.72 0.083
C -2.89 4.21 -2.17 -0.069
C -4.15 3.78 -1.43 -0.410
C -4.34 4.56 -0.13 -0.072
C -4.19 2.27 -1.20 -0.090
N -3.11 1.80 -0.33 -0.070
C -1.87 1.47 -0.65 -0.095
N -1.25 1.14 0.46 -0.078
N -2.15 1.26 1.46 0.004
N -3.27 1.66 0.99 0.104
H -2.95 5.27 -2.43 0.085
H -2.75 3.65 -3.09 0.084
H -2.00 4.08 -1.55 0.075
H -5.01 3.98 -2.08 0.141
H -3.49 4.41 0.55 0.074
H -5.24 4.26 0.39 0.083
H -4.40 5.63 -0.34 0.084
H -4.10 1.73 -2.14 0.137
H -5.12 1.98 -0.71 0.133
H -1.47 1.46 -1.65 0.115